Density functional theory data (the ωB97M-V functional and the def2-TZVPD basis) for a structure of composition C4H6LiO2Tl at a distorted geometry.

The geometry in XYZ format:
```
14
Properties=species:S:1:pos:R:3:forces:R:3:nbo_charge:R:1
O 1.9047 0.2584 2.7779 -4.4184 1.6564 1.3297 -0.697
C 0.7585 0.9724 2.9389 5.4087 -1.7296 -2.6337 0.243
C 0.5283 1.9678 2.0088 -0.9154 0.4063 0.2888 -0.834
Tl 0.8870 -0.5862 -3.5541 -0.3643 -0.0789 -0.5378 0.303
Li -2.2954 -2.2002 -3.0557 0.4839 0.3317 0.1133 0.628
H 1.2789 2.2181 1.2300 -0.3271 -0.2604 0.5863 0.160
H -0.2871 2.6856 2.1365 0.1200 -0.2904 -0.0638 0.172
C -0.3852 -1.2627 -0.6044 -1.5539 0.3706 1.1334 0.075
C -1.1472 -0.1582 -0.6342 0.2992 -0.7752 -0.3085 -0.431
O 0.8183 -1.4084 -1.2227 0.9793 0.0810 -0.5928 -0.789
H -0.6317 -2.1361 0.0018 -0.1157 0.2647 -0.0342 0.193
H -2.0655 -0.1374 -0.0458 0.3345 0.0809 -0.1886 0.236
H -0.8756 0.7180 -1.2273 -0.0122 -0.1448 0.4156 0.210
H 1.5121 -0.9311 -0.7497 0.0817 0.0876 0.4924 0.532
```
Forces are in eV/Å.

Its multiplicity is 1. For the total energy, the calculation gives -13230.820 eV. The value obtained for the energy relative to the best compared isomer or geometry (same formula, charge and spin) is 455.80 kJ/mol. For the largest force on an atom, the calculation gives 0.12173 Eh/bohr. Its orbital gap (alpha / beta) is 3.03 / 3.11 eV. Its charge is 0. As for the HOMO energy (alpha / beta): -5.03 / -5.19 eV.